[1]
DFT (wB97M-V/def2-TZVPD) results for a structure of composition C14H20CrF3NS4.

```
! wB97M-V def2-TZVPD RIJCOSX def2/J DEFGRID3
* xyz 3 2
Cr 0.3551 0.5855 0.4018
C -1.6967 2.3135 2.5061
C -0.8133 1.5051 3.4304
S 0.8396 1.3237 2.6593
C 1.4574 -0.2362 3.3988
C 2.6339 -0.7414 2.5863
S 2.3062 -0.8200 0.7839
C 1.6069 -2.4852 0.4791
C 0.1649 -2.6573 0.9134
S -0.8935 -1.4285 0.0597
C -2.2405 -1.1416 1.2658
C -2.9300 0.1717 0.9487
S -1.8077 1.6205 0.8195
H -1.3147 3.3257 2.3592
H -2.7092 2.4046 2.9019
H -1.2117 0.5127 3.6324
H -0.6933 2.0334 4.3777
H 0.6334 -0.9465 3.4329
H 1.7827 -0.0259 4.4194
H 2.9435 -1.7346 2.9137
H 3.4987 -0.0836 2.6840
H 2.2469 -3.2115 0.9825
H 1.7254 -2.6419 -0.5946
H 0.0337 -2.5502 1.9886
H -0.1816 -3.6497 0.6189
H -1.8185 -1.1656 2.2692
H -2.9597 -1.9571 1.1681
H -3.6828 0.4038 1.7033
H -3.4429 0.1271 -0.0131
F 1.6289 0.4588 -6.4125
C 0.4549 0.8372 -5.9261
F 0.1815 2.0755 -6.3241
F -0.4967 0.0145 -6.3689
C 0.4622 0.7960 -4.4003
C -0.6903 1.1595 -3.7119
C -0.6777 1.1105 -2.3363
N 0.4092 0.7232 -1.6303
C 1.5271 0.3965 -2.3138
C 1.5918 0.4132 -3.6919
H -1.5785 1.4779 -4.2419
H -1.5594 1.4070 -1.7882
H 2.4104 0.1370 -1.7453
H 2.5045 0.1426 -4.2053
*
```

Values from the calculation:
E_LUMO (spin up / spin down)	-12.83 / -12.17	eV
gap between HOMO and LUMO (spin up / spin down)	0.2572 / 0.2811	Ha
electronic energy	-3536.00820	Eh



[2]
DFT (wB97M-V/def2-TZVPD) results for a structure of composition BH28NiO12.

```
! wB97M-V def2-TZVPD RIJCOSX def2/J DEFGRID3
* xyz 1 3
Ni -0.3403 -0.1849 -2.4047
B 0.3108 0.4540 -0.2738
H -0.6382 0.5325 -0.7813
H 0.2892 -0.4540 0.3086
H 1.0489 0.4617 -1.0608
H 0.5129 1.3237 0.3320
O 1.7793 -2.3932 0.0571
H 1.8029 -2.7061 0.9613
H 1.4552 -1.4949 0.1224
O -1.1898 3.2981 -0.6383
H -0.6320 4.0632 -0.4976
H -0.6713 2.5607 -0.3164
O -1.6727 1.5023 -2.8104
H -1.4357 2.3801 -2.5112
H -2.5616 1.5973 -3.1527
O 2.6585 2.5653 -0.1271
H 3.4878 2.2465 -0.4832
H 2.1967 1.7743 0.1509
O -1.8498 -1.4227 -1.5298
H -1.6869 -2.1401 -0.9173
H -2.8026 -1.3927 -1.6163
O -0.6202 -1.1389 2.9926
H -1.3542 -1.2595 3.5950
H -1.0271 -0.8674 2.1698
O 0.9616 -1.8486 -2.4641
H 1.5605 -2.2254 -1.8195
H 1.0095 -2.4434 -3.2126
O 1.5938 -2.3483 2.8846
H 1.4327 -2.9122 3.6411
H 0.9202 -1.6707 2.9426
O -2.1362 1.2336 1.7698
H -1.6410 0.9024 1.0206
H -1.5307 1.8269 2.2143
O 1.2284 0.6721 -3.3733
H 1.9497 0.9394 -2.8038
H 1.4722 0.9995 -4.2391
O -1.4987 -3.0405 0.5656
H -0.7090 -3.0064 1.1055
H -1.5961 -3.9659 0.3412
O -0.3358 2.7257 3.1555
H 0.5708 2.7924 2.8558
H -0.3118 2.0645 3.8472
*
```

Values from the calculation:
relative energy (zero: lowest compared OMol25 entry of this formula, charge and spin)	28.8	kcal/mol
E_LUMO (spin up / spin down)	-3.47 / -5.07	eV
gap between HOMO and LUMO (spin up / spin down)	0.3548 / 0.2961	Ha
electronic energy	-2452.53247	Eh



[3]
DFT (wB97M-V/def2-TZVPD) results for a structure of composition C21H45CeO2P3.

```
! wB97M-V def2-TZVPD RIJCOSX def2/J DEFGRID3
* xyz 3 2
Ce 0.5614 -0.0222 0.8349
P 1.0499 2.4891 -0.5576
P -1.9136 0.7019 -1.2363
P 0.9886 -0.4197 -2.2247
H 0.0531 -0.9922 3.5216
C 1.0010 -0.8579 3.0099
C 1.6394 0.3931 2.8213
H 1.3063 1.2569 3.3977
C 1.1163 3.7910 0.7121
C 0.4275 3.4843 -1.9577
C 2.8281 2.3606 -0.9948
C -3.2107 -0.5970 -1.2749
C -2.8323 2.1260 -0.5124
C -2.1784 1.3023 -2.9941
C 2.6879 -1.0504 -2.0733
C 1.0346 0.2761 -3.9041
C -0.0127 -1.9501 -2.4471
H 1.5998 -1.7909 3.0230
H 2.6938 0.4846 2.4755
H 1.5223 3.4022 1.6519
H 0.1159 4.1994 0.8877
H 1.7695 4.5703 0.3102
H -0.5676 3.8946 -1.7196
H 0.3760 2.8983 -2.8884
H 1.1454 4.3130 -2.0783
H 3.3767 1.8579 -0.1869
H 3.1940 3.3881 -1.1015
H 2.9772 1.8102 -1.9307
H -4.1946 -0.1335 -1.4245
H -3.1863 -1.1336 -0.3209
H -2.9904 -1.2990 -2.0905
H -3.8415 2.1654 -0.9519
H -2.3305 3.0724 -0.7543
H -2.9173 2.0565 0.5767
H -3.1817 0.9925 -3.3314
H -1.4249 0.8892 -3.6744
H -2.1336 2.4015 -3.0504
H 3.1293 -1.0523 -3.0800
H 2.6778 -2.0612 -1.6467
H 3.2810 -0.3998 -1.4147
H 1.8341 -0.2387 -4.4551
H 1.2589 1.3541 -3.8720
H 0.0754 0.1014 -4.4123
H 0.6176 -2.7638 -2.8326
H -0.8611 -1.7541 -3.1181
H -0.3987 -2.2735 -1.4686
C 1.6953 -3.3242 0.6033
C 0.8253 -4.4366 0.7761
C 1.3738 -5.6590 1.0922
C 2.7579 -5.8554 1.1680
C 3.6058 -4.7704 1.0371
C 3.0929 -3.4993 0.7888
O 1.1734 -2.1357 0.3664
H -1.1068 -0.6803 -0.2877
H -0.2435 -4.3078 0.6063
H 0.7055 -6.5000 1.2642
H 3.1318 -6.8566 1.3029
H 4.6893 -4.9152 1.0951
H 3.7506 -2.6318 0.7701
C -3.4523 0.5216 3.2215
C -3.0537 2.0157 3.3288
C -1.6040 2.1080 2.8675
O -1.2716 0.8048 2.2359
C -2.3586 -0.1741 2.4174
H -3.5506 0.0266 4.1956
H -4.4171 0.4135 2.7167
H -3.1826 2.3641 4.3585
H -3.7041 2.6121 2.6811
H -0.9061 2.2343 3.6940
H -1.4449 2.9040 2.1476
H -1.9479 -1.0674 2.8944
H -2.7213 -0.4339 1.4168
*
```

Values from the calculation:
E_LUMO (spin up / spin down)	-12.19 / -12.24	eV
gap between HOMO and LUMO (spin up / spin down)	0.1309 / 0.1257	Ha
electronic energy	-2475.66758	Eh



[4]
DFT (wB97M-V/def2-TZVPD) results for a cluster of 2 separate species, C4H6NO3 in total.

```
! wB97M-V def2-TZVPD RIJCOSX def2/J DEFGRID3
* xyz 0 2
O 2.4568 1.9152 -1.0596
C 1.9321 1.9042 0.0592
O 1.9708 2.6693 1.0178
C 0.4857 1.0316 -0.0716
C 1.5420 0.2318 0.3974
C -2.5814 -2.2475 -0.2531
N -2.4811 -0.9310 -0.0155
O -1.7268 -2.9558 -0.7769
H -0.2719 1.3703 0.6246
H 0.1056 1.0086 -1.0813
H 2.1690 -0.2825 -0.3103
H 1.4262 -0.3223 1.3191
H -3.5316 -2.7116 0.0420
H -1.4954 -0.6803 0.1083
*
```

Values from the calculation:
relative energy (zero: lowest compared OMol25 entry of this formula, charge and spin)	99.4	kcal/mol
E_LUMO (spin up / spin down)	-1.71 / -3.16	eV
gap between HOMO and LUMO (spin up / spin down)	0.3256 / 0.2723	Ha
electronic energy	-436.29400	Eh



[5]
DFT (wB97M-V/def2-TZVPD) results for an isolated molecule of C5H9N.

```
! wB97M-V def2-TZVPD RIJCOSX def2/J DEFGRID3
* xyz 0 1
C -0.5240 1.3268 -0.4186
C -0.4672 0.0199 0.3988
C -1.1304 -1.1621 -0.3205
C 1.0042 -0.3072 0.7501
C 2.0464 0.2038 -0.1487
N 3.0120 0.5111 -0.7109
H -0.7399 2.1951 0.2091
H -1.2756 1.2975 -1.2117
H 0.4427 1.4940 -0.9031
H -0.9692 0.1493 1.3681
H -0.6924 -1.3194 -1.3128
H -2.2103 -1.0261 -0.4583
H -0.9933 -2.0820 0.2578
H 1.1962 -1.3843 0.7712
H 1.3008 0.0836 1.7295
*
```

Values from the calculation:
SMILES	CC(C)CC#N
relative energy (zero: lowest compared OMol25 entry of this formula, charge and spin)	8.5	kcal/mol
E_LUMO	0.83	eV
gap between HOMO and LUMO	0.4497	Ha
electronic energy	-250.65337	Eh



[6]
DFT (wB97M-V/def2-TZVPD) results for a structure of composition C14H14ClLaNO2.

```
! wB97M-V def2-TZVPD RIJCOSX def2/J DEFGRID3
* xyz -1 1
C -0.4050 0.9269 -1.9810
C 1.0007 0.9792 -1.7120
C 1.2151 1.9271 -0.6562
C -0.0571 2.4339 -0.2652
C -1.0461 1.8182 -1.0781
La -0.2032 -0.6799 0.3473
N -3.3204 0.1848 -0.6358
C 0.6698 -2.7086 0.2302
C 1.5645 -2.2065 -0.7298
H 2.1869 2.3152 -0.3344
H 1.7838 0.4720 -2.2845
H -0.2378 3.2394 0.4552
H -2.1095 2.0629 -1.0590
H -0.8926 0.3233 -2.7512
H 1.2755 -1.9809 -1.7534
H 1.1191 -3.0337 1.1925
H -3.6732 -0.7636 -0.9175
H 2.6583 -2.2762 -0.5742
H -0.2694 -3.3008 0.0114
Cl -0.2252 0.4076 9.0818
C -0.2157 0.2271 7.3815
C 0.3775 -0.9206 6.8165
C 0.3973 -1.0495 5.4270
C -0.2205 -0.0624 4.6530
C -0.7965 1.0760 5.2043
C -0.8058 1.2325 6.5879
C -0.2686 -0.1979 3.1878
O 0.6099 -0.9506 2.5808
O -1.1815 0.3447 2.4684
H 0.8214 -1.6914 7.4505
H 0.8556 -1.9026 4.9273
H -1.2471 1.8067 4.5370
H -1.2577 2.1135 7.0368
*
```

Values from the calculation:
relative energy (zero: lowest compared OMol25 entry of this formula, charge and spin)	74.5	kcal/mol
E_LUMO (spin up / spin down)	2.40 / 2.40	eV
gap between HOMO and LUMO (spin up / spin down)	0.2152 / 0.1813	Ha
electronic energy	-1238.79856	Eh



[7]
DFT (wB97M-V/def2-TZVPD) results for the ion C6H15N2 with charge +1.

```
! wB97M-V def2-TZVPD RIJCOSX def2/J DEFGRID3
* xyz 1 1
C -0.3235 -0.7408 0.0149
C -1.4167 -1.8284 1.9509
C 0.5364 1.7775 0.3481
C 1.8589 0.2066 -0.9771
C -1.0477 -0.4250 1.5145
C 0.4577 0.5150 -0.5370
N -0.1978 -1.8948 -0.4098
N -0.3073 0.9031 -1.8340
H -1.4323 -2.0478 2.9373
H -2.4943 -1.8907 1.5662
H -0.8299 -2.5536 1.3454
H 0.9098 2.6430 -0.1147
H 1.0987 1.5784 1.2333
H -0.4226 2.0918 0.5995
H 1.7728 -0.3271 -1.9390
H 2.5028 -0.2834 -0.2319
H 2.3320 1.1382 -1.1864
H -1.8184 0.2687 1.3967
H -0.2610 0.2906 1.9861
H 0.3406 -2.2826 -1.1485
H -1.2945 1.3136 -1.8916
H -0.2913 -0.0724 -2.3350
H 0.3276 1.6201 -2.2876
*
```

Values from the calculation:
SMILES	[H]/N=C(/CC)C(C)(C)[NH3+]
relative energy (zero: lowest compared OMol25 entry of this formula, charge and spin)	78.0	kcal/mol
E_LUMO	-3.71	eV
gap between HOMO and LUMO	0.3544	Ha
electronic energy	-346.78822	Eh



[8]
DFT (wB97M-V/def2-TZVPD) results for a structure of composition C15H24O.

```
! wB97M-V def2-TZVPD RIJCOSX def2/J DEFGRID3
* xyz 0 1
C -6.8211 -2.0142 -0.6765
C -6.0151 -1.2965 0.3753
C -4.9275 -0.2543 -0.1666
C -4.3475 0.4048 0.9553
C -3.2936 1.2044 0.3087
C -2.0632 0.5854 0.1626
C -1.2108 1.4121 -0.6123
C 0.2439 0.9564 -1.1356
H 0.6183 1.3674 -2.0355
H 0.2201 -0.1898 -1.1434
C 1.1659 1.4355 0.1587
C 2.4326 0.5977 -0.0249
C 3.1720 -0.0853 1.1419
C 4.3950 -0.4575 1.2833
C 4.9976 -0.8365 -0.0848
C 4.3365 -0.4622 -1.0223
C 3.2277 0.0665 -1.0634
H 2.7086 0.4717 -1.9685
H 5.0066 -0.5367 -2.1464
O 6.1726 -1.4265 0.0944
H 6.4610 -1.6841 0.7756
H 4.7136 -0.7438 2.3360
H 2.6554 0.3980 2.2560
H 1.3712 2.3618 0.3150
H 0.7324 1.1626 0.8431
H -1.5414 1.6890 -1.7515
H -1.0071 2.3451 -0.3357
H -2.1841 -0.0992 -0.4446
H -1.5662 0.3827 1.1464
H -3.6681 1.8498 -0.3558
H -3.1073 2.2619 1.1582
H -4.0063 -0.2845 1.5806
H -5.1328 1.0625 1.5284
H -4.3681 -1.0519 -0.7174
H -5.5772 0.2984 -0.8291
H -5.6728 -1.8166 1.0880
H -6.8767 -0.7116 0.7806
H -7.3385 -1.2868 -1.1803
H -7.6569 -2.6390 -0.3597
H -6.2756 -2.4759 -1.2423
*
```

Values from the calculation:
relative energy (zero: lowest compared OMol25 entry of this formula, charge and spin)	374.2	kcal/mol
E_LUMO	0.92	eV
gap between HOMO and LUMO	0.3306	Ha
electronic energy	-660.61365	Eh



[9]
DFT (wB97M-V/def2-TZVPD) results for the ion CFN4S with charge -1.

```
! wB97M-V def2-TZVPD RIJCOSX def2/J DEFGRID3
* xyz -1 1
C 0.3243 -0.6774 -0.3426
N -0.4857 1.0643 0.6471
N -0.1345 -1.5113 -1.0028
N -1.5393 0.6729 0.2630
N -2.5263 0.3598 -0.2087
F 3.0032 -0.3105 0.2624
S 1.3582 0.4022 0.3816
*
```

Values from the calculation:
relative energy (zero: lowest compared OMol25 entry of this formula, charge and spin)	31.1	kcal/mol
E_LUMO	3.88	eV
gap between HOMO and LUMO	0.2998	Ha
electronic energy	-755.14433	Eh



[10]
DFT (wB97M-V/def2-TZVPD) results for a cluster of 2 separate species, C5H11O2 in total.

```
! wB97M-V def2-TZVPD RIJCOSX def2/J DEFGRID3
* xyz -1 1
C 0.6884 0.6424 1.6596
C 1.5425 0.0784 0.5836
C -0.5850 1.4957 1.0399
O -1.3557 0.6655 0.7223
O -0.1891 2.6749 0.9739
H 0.2485 0.0301 2.4369
H 1.3497 1.1568 2.3317
H 1.7389 -1.0294 0.6238
H 2.5776 0.6114 0.6486
H 1.2239 0.5634 -0.3798
C -0.1939 -2.2437 -2.9093
C -0.3210 -2.3401 -1.4049
H 0.7561 -2.0801 -3.3979
H -0.5951 -3.1304 -3.3837
H -0.9317 -1.5887 -3.2935
H -1.3202 -2.3795 -0.9073
H 0.2448 -1.4895 -0.9768
H 0.2798 -3.1843 -1.0842
*
```

Values from the calculation:
relative energy (zero: lowest compared OMol25 entry of this formula, charge and spin)	51.1	kcal/mol
E_LUMO	3.70	eV
gap between HOMO and LUMO	0.2405	Ha
electronic energy	-347.56826	Eh



[11]
DFT (wB97M-V/def2-TZVPD) results for a cluster of 2 separate species, C3H13N2O in total.

```
! wB97M-V def2-TZVPD RIJCOSX def2/J DEFGRID3
* xyz 2 2
N -0.5900 -0.1504 2.8480
C -0.2173 0.0329 1.4141
C -0.9673 -1.0043 0.5672
N -0.7821 -0.6723 -0.8592
H -1.5797 -0.0596 2.9765
H -0.4087 -1.1072 3.1071
H -0.0674 0.4285 3.4647
H -0.5396 1.0195 1.1552
H 0.8963 -0.1042 1.3496
H -0.5623 -2.0156 0.8114
H -2.0072 -1.0132 0.8798
H -0.3209 -1.4224 -1.3363
H -1.6646 -0.6039 -1.3473
C 1.6052 0.7813 -2.5834
O 0.7829 1.9267 -2.7804
H 1.9343 0.7267 -1.5465
H 0.9897 -0.1175 -2.7772
H 2.4886 0.7875 -3.2388
H 1.0102 2.5674 -2.1045
*
```

Values from the calculation:
relative energy (zero: lowest compared OMol25 entry of this formula, charge and spin)	45.3	kcal/mol
E_LUMO (spin up / spin down)	-6.74 / -13.36	eV
gap between HOMO and LUMO (spin up / spin down)	0.4132 / 0.1606	Ha
electronic energy	-306.08295	Eh



[12]
DFT (wB97M-V/def2-TZVPD) results for a structure of composition C15H18AuN6O5S.

```
! wB97M-V def2-TZVPD RIJCOSX def2/J DEFGRID3
* xyz -1 1
Au 10.5780 10.4230 10.2985
O 6.9931 5.3362 12.6208
S 8.2540 5.6673 11.9621
C 8.7972 7.3590 12.4670
C 9.3204 7.1979 13.9777
C 9.7564 5.7072 14.1443
C 9.7262 4.9849 12.8694
H 7.9541 8.0277 12.4219
H 9.5676 7.6440 11.7428
H 8.5612 7.6245 14.6749
H 10.1891 7.8641 14.1736
H 9.1576 5.2345 14.9504
H 10.8131 5.7782 14.5049
H 9.6424 3.8735 12.9036
H 10.6271 5.1451 12.2107
N 10.0882 8.1593 7.5657
N 9.1299 7.0983 7.6708
N 8.8600 6.5381 8.7726
C 7.8096 5.7983 8.4699
N 7.5285 5.8944 7.1736
N 8.3756 6.7637 6.6468
H 10.7696 7.9165 8.2440
H 9.6307 9.0195 7.9413
H 7.2987 5.1466 9.1245
C 12.4450 7.5659 9.8721
C 12.0175 7.9097 11.3390
O 12.2632 7.1836 12.2749
O 11.4450 9.0988 11.5119
H 13.5218 7.4296 9.8979
H 12.2368 8.4714 9.2827
H 12.0137 6.6239 9.5208
O 8.0509 10.2922 8.2988
C 8.4681 11.4139 8.5549
N 9.6286 11.7698 9.1789
C 9.8332 13.1625 9.1769
O 10.7986 13.7499 9.5473
C 8.6176 13.7554 8.5417
C 8.2654 15.1241 8.2816
C 7.0937 15.3058 7.5540
C 6.4239 14.2206 7.0169
C 6.7515 12.8835 7.3055
C 7.8513 12.7086 8.0941
H 8.8983 15.8641 8.7107
H 6.5363 16.2274 7.3793
H 5.5076 14.3811 6.4163
H 6.1762 12.0952 6.8960
*
```

Values from the calculation:
relative energy (zero: lowest compared OMol25 entry of this formula, charge and spin)	0.0	kcal/mol
E_LUMO	2.37	eV
gap between HOMO and LUMO	0.3096	Ha
electronic energy	-1821.05818	Eh



Among the records above, which one has the lowest electronic energy? C14H20CrF3NS4